[1]
{
  "formula": "C25H30ClN7NaO2S3",
  "method": "ωB97M-V/def2-TZVPD",
  "symbols": ["Na", "N", "C", "C", "C", "C", "N", "H", "H", "H", "H", "H", "H", "H", "H", "H", "H", "H", "H", "Cl", "C", "C", "C", "C", "O", "C", "C", "O", "C", "H", "H", "H", "H", "S", "C", "S", "C", "N", "N", "C", "C", "C", "C", "C", "C", "S", "H", "H", "H", "H", "H", "C", "N", "C", "C", "N", "C", "H", "H", "H", "H", "H", "H", "C", "C", "N", "H", "H", "H"],
  "positions_angstrom": [[0.256601, 0.953278, -0.855512], [-2.429895, 2.762074, 1.906766], [-3.030711, 1.430434, 1.972348], [-1.951307, 0.362209, 1.877693], [-0.872223, 0.472255, 2.950694], [0.402906, -0.272420, 2.574277], [1.077001, 0.384011, 1.454998], [-3.112029, 3.458755, 1.636708], [-1.690079, 2.777917, 1.208245], [-3.762124, 1.249909, 1.171709], [-3.567892, 1.335720, 2.924038], [-1.483582, 0.441070, 0.894819], [-2.415563, -0.628970, 1.916461], [-1.251023, 0.091937, 3.905241], [-0.629607, 1.526600, 3.108478], [0.153700, -1.290767, 2.257564], [1.046900, -0.363782, 3.461057], [1.891707, -0.145448, 1.160305], [1.401970, 1.306679, 1.727700], [-2.862711, 7.683907, -2.425970], [-2.014792, 6.299646, -1.768759], [-0.880011, 6.502274, -0.965008], [-0.207377, 5.435870, -0.440227], [-0.604212, 4.071703, -0.675443], [0.046056, 3.115444, -0.168561], [-1.771883, 3.909954, -1.503129], [-2.334391, 2.622534, -1.841571], [-1.932389, 1.511081, -1.531648], [-2.445937, 5.030546, -2.024499], [-0.548584, 7.513689, -0.763632], [0.660467, 5.585680, 0.190520], [-3.253861, 2.696218, -2.461034], [-3.322937, 4.872477, -2.642852], [5.078813, -4.789069, -1.323865], [4.386183, -3.305323, -1.000824], [4.786294, -1.841786, -1.836696], [3.699972, -0.900248, -0.816068], [3.105697, -1.649251, 0.066691], [3.470703, -2.982195, -0.064045], [2.864476, -3.864094, 0.872116], [2.670935, -3.415721, 2.172750], [2.019053, -4.227441, 3.087666], [1.562287, -5.481551, 2.709551], [1.753638, -5.917303, 1.405099], [2.397387, -5.111821, 0.479361], [3.532928, 0.778671, -1.011001], [3.014261, -2.426698, 2.442345], [1.862202, -3.873942, 4.098576], [1.052834, -6.113843, 3.425503], [1.392095, -6.891510, 1.100840], [2.542814, -5.438231, -0.539118], [-3.121546, -3.538647, -2.166147], [-1.994725, -2.866796, -1.562164], [-1.017864, -3.440634, -0.779398], [-0.135435, -2.441579, -0.497777], [-0.544578, -1.273884, -1.090036], [-1.655421, -1.564751, -1.718145], [-3.550607, -4.247854, -1.459749], [-2.825460, -4.072248, -3.070381], [-3.881038, -2.802875, -2.422648], [-1.043574, -4.480007, -0.501167], [0.761937, -2.485377, 0.092552], [-2.259090, -0.859969, -2.267438], [2.226715, 3.490113, -2.502440], [1.328806, 2.469869, -3.026313], [0.625115, 1.658687, -3.433859], [2.001466, 4.453027, -2.958619], [3.254806, 3.200292, -2.712534], [2.075728, 3.551506, -1.424392]],
  "atomic_forces_ev_per_a": [[0.19, -0.03, 0.11], [-0.03, 0.02, 0.00], [-0.01, 0.00, 0.00], [0.01, 0.00, 0.00], [0.02, 0.00, 0.00], [0.00, -0.03, -0.03], [-0.07, 0.01, 0.11], [0.01, 0.00, 0.01], [0.00, -0.01, 0.00], [0.02, 0.00, 0.00], [-0.01, 0.00, 0.00], [-0.04, -0.01, 0.00], [0.01, -0.01, -0.01], [-0.01, 0.00, 0.00], [0.00, 0.00, 0.01], [0.00, -0.01, 0.03], [-0.01, 0.00, 0.01], [0.00, 0.00, -0.04], [-0.01, -0.01, -0.05], [0.00, 0.00, 0.00], [0.02, 0.00, 0.01], [-0.01, -0.01, -0.01], [0.02, 0.00, 0.01], [-0.03, 0.09, -0.03], [0.00, -0.06, -0.03], [-0.01, 0.01, -0.01], [0.00, -0.06, 0.02], [-0.09, 0.07, 0.01], [0.00, 0.01, 0.00], [0.00, 0.00, 0.00], [0.00, 0.00, 0.00], [0.01, 0.01, 0.00], [0.00, 0.00, 0.00], [0.02, 0.02, -0.01], [-0.03, -0.04, 0.02], [-0.01, 0.01, -0.03], [0.10, 0.00, 0.01], [-0.05, 0.03, 0.01], [0.08, -0.03, -0.01], [-0.05, -0.01, -0.02], [0.01, 0.02, -0.01], [0.00, 0.00, 0.00], [-0.01, -0.01, -0.01], [-0.01, 0.00, 0.04], [0.02, 0.01, -0.02], [-0.03, 0.02, 0.00], [-0.01, -0.01, 0.02], [0.01, 0.01, 0.01], [0.00, 0.00, 0.00], [0.00, 0.00, -0.01], [0.00, 0.00, 0.01], [-0.01, -0.01, 0.00], [0.02, 0.00, 0.02], [-0.02, 0.00, -0.02], [-0.02, -0.04, -0.01], [0.00, -0.07, 0.00], [-0.05, 0.00, 0.02], [-0.01, 0.01, 0.00], [0.00, 0.00, 0.01], [0.01, 0.00, -0.01], [0.01, -0.01, 0.00], [0.03, 0.02, 0.02], [0.00, 0.01, -0.02], [0.01, -0.02, 0.00], [0.06, 0.05, -0.09], [-0.06, 0.03, -0.03], [-0.02, 0.00, 0.01], [0.00, 0.00, 0.02], [0.01, 0.01, 0.00]],
  "largest_force_ev_per_a": 0.23,
  "charge": -1,
  "spin_multiplicity": 1,
  "e_homo_ha": -0.1733,
  "relative_energy_kcal_mol": 5.41
}

***

[2]
{
  "formula": "C25H30F4N2P",
  "method": "ωB97M-V/def2-TZVPD",
  "symbols": ["F", "C", "C", "C", "F", "C", "C", "C", "C", "C", "C", "C", "C", "F", "C", "C", "F", "C", "C", "H", "H", "H", "H", "H", "H", "H", "H", "H", "C", "C", "C", "C", "N", "P", "H", "N", "C", "C", "C", "C", "C", "C", "H", "H", "H", "H", "H", "H", "H", "H", "H", "H", "H", "H", "H", "H", "H", "H", "H", "H", "H", "H"],
  "positions_angstrom": [[-3.775865, -3.032328, -5.286926], [-3.934374, -2.649017, -3.974764], [-5.237715, -2.544154, -3.470141], [-5.351306, -2.146065, -2.132253], [-6.612985, -2.009550, -1.600503], [-4.263764, -1.925238, -1.309727], [-2.960026, -2.074951, -1.840644], [-1.817799, -1.882056, -0.991233], [-0.543539, -1.939489, -1.451528], [0.622981, -1.988346, -0.531499], [1.946677, -2.384198, -1.122104], [2.785026, -3.215062, -0.375800], [3.999468, -3.587746, -0.932314], [4.796940, -4.467034, -0.236189], [4.429342, -3.120053, -2.181184], [3.560853, -2.272196, -2.883031], [3.925637, -1.825714, -4.133616], [2.331561, -1.877652, -2.367109], [-2.803938, -2.435039, -3.204700], [-6.101250, -2.709234, -4.094014], [-4.375873, -1.654257, -0.260150], [-2.018405, -1.727372, 0.075592], [-0.314292, -1.814241, -2.516151], [0.407780, -2.530127, 0.409243], [2.457508, -3.564476, 0.607783], [5.368947, -3.436353, -2.609712], [1.672680, -1.203299, -2.928640], [-1.803873, -2.569420, -3.624296], [2.185217, 0.356878, 4.405360], [2.317822, 1.340490, 3.252471], [2.578464, 2.742264, 3.788308], [3.453876, 0.920288, 2.324073], [1.074727, 1.437524, 2.457625], [1.053445, 2.477295, 1.113870], [0.750909, -0.953957, -0.286231], [-0.585267, 2.062247, 0.922942], [-1.369429, 2.724737, -0.145630], [-2.808418, 2.231255, -0.205072], [-0.673858, 2.471177, -1.480659], [-1.336655, 4.211210, 0.183154], [-1.120292, 1.927682, 2.198341], [-0.155039, 1.567753, 3.090914], [1.935216, -0.655861, 4.069292], [3.149836, 0.308644, 4.928166], [1.447259, 0.686821, 5.143377], [2.633435, 3.468073, 2.964015], [1.763463, 3.045147, 4.453990], [3.517926, 2.745236, 4.343400], [3.585988, 1.628291, 1.496536], [4.390160, 0.880847, 2.901997], [3.283724, -0.072091, 1.889261], [-3.361495, 2.474990, 0.706771], [-3.312015, 2.756898, -1.027431], [-2.885316, 1.155390, -0.402723], [0.363723, 2.830219, -1.475820], [-0.660394, 1.403832, -1.740386], [-1.223527, 3.004505, -2.272628], [-0.300186, 4.567745, 0.267341], [-1.850644, 4.763272, -0.604010], [-1.839399, 4.392360, 1.138007], [-2.133764, 2.194454, 2.414862], [-0.259888, 1.489055, 4.152127]],
  "atomic_forces_ev_per_a": [[-0.18, 0.44, 1.29], [-0.23, -0.34, -0.45], [0.73, 0.50, 0.51], [-0.86, -0.30, -0.27], [1.15, -0.09, -0.51], [0.88, -0.03, -0.21], [-1.69, 0.13, -1.33], [1.83, -0.06, -0.13], [-1.21, 0.14, 0.39], [0.13, 0.22, 0.36], [0.11, -0.25, 0.00], [-0.08, 0.02, -0.22], [0.56, -0.27, -0.02], [-0.69, 0.99, -0.75], [-0.62, 0.04, 0.13], [0.31, 0.00, -0.28], [-0.28, -0.46, 1.37], [0.12, -0.15, -0.09], [-0.15, 0.11, 0.52], [-0.05, -0.08, 0.01], [-0.21, -0.09, -0.29], [0.18, -0.45, -0.23], [-0.27, -0.56, 0.37], [0.08, 0.18, -0.58], [0.29, -0.06, -0.43], [0.01, 0.00, 0.02], [0.45, -0.36, 0.15], [-0.57, -0.06, -0.01], [-0.03, -0.19, 0.21], [0.68, 0.08, 0.10], [0.12, 0.16, 0.29], [0.24, -0.25, -0.04], [-0.22, 2.65, 0.43], [-0.24, -3.50, -1.29], [0.28, 0.98, 0.77], [0.57, 2.32, 1.17], [0.02, 0.28, -0.60], [-0.23, -0.10, 0.02], [-0.05, -0.14, -0.34], [-0.21, 0.27, -0.03], [0.65, -1.06, 0.49], [-0.92, -0.54, -0.92], [0.01, 0.21, 0.00], [-0.25, 0.00, -0.18], [0.09, -0.11, -0.10], [0.20, -0.11, 0.23], [0.17, 0.04, -0.01], [-0.09, 0.20, -0.01], [0.08, -0.06, 0.16], [-0.30, 0.07, -0.28], [-0.04, 0.16, 0.11], [0.02, -0.08, -0.13], [0.15, -0.16, 0.20], [0.12, 0.18, 0.07], [-0.19, 0.03, -0.06], [-0.06, 0.19, 0.14], [0.30, -0.17, 0.27], [-0.24, 0.06, -0.17], [0.07, 0.15, 0.13], [0.02, 0.11, -0.11], [-0.34, -0.37, -0.05], [-0.07, -0.46, 0.21]],
  "largest_force_ev_per_a": 3.74,
  "charge": 1,
  "spin_multiplicity": 1,
  "e_homo_ha": -0.3946,
  "relative_energy_kcal_mol": 0.89
}

***

These records have Kohn-Sham gap values of 0.2444 0.2035 Ha, in the order they appear.